No. 1
The following is a DFT calculation (wB97M-V/def2-TZVPD) of a cluster of 2 separate species, C3H10NS2 in total.

Last column: Löwdin charge in e.
Element x y z (Å)
S: 1.433 -2.059 0.590  0.33
S: -0.552 -2.169 0.047  0.39
N: 0.254 1.373 0.486  0.01
C: -0.462 -1.703 -1.705  -0.47
C: 0.856 2.467 0.701  0.19
C: -1.057 0.976 1.014  -0.03
H: 1.915 -3.161 0.001  -0.17
H: 0.760 0.614 0.022  0.11
H: 0.098 -2.439 -2.276  0.04
H: -1.661 0.616 0.189  0.09
H: -1.475 -1.607 -2.096  0.04
H: 1.863 2.628 0.340  0.13
H: -0.856 0.158 1.700  0.08
H: -1.495 1.815 1.548  0.11
H: 0.355 3.225 1.293  0.13
H: 0.024 -0.734 -1.855  0.02

Values from the calculation:
Relative energy (zero: lowest compared OMol25 entry of this formula, charge and spin) in kJ/mol: 112.3
Highest occupied orbital energy in eV: -12.64
2S+1: 1
Gap between HOMO and LUMO in eV: 7.6
Net charge: +1
Energy in eV: -26426.3858



No. 2
The following is a DFT calculation (wB97M-V/def2-TZVPD) of the ion C3H10NS2 with charge +1.

Last column: Löwdin charge in e.
Element x y z (Å)
S: 0.322 -2.728 0.460  0.82
S: -0.827 2.165 -0.509  0.84
N: -0.823 -0.796 -1.045  0.10
C: 0.316 -0.961 -0.048  -0.69
C: 0.649 1.591 0.313  -0.44
C: 0.334 0.081 1.092  -0.16
H: -0.621 -1.206 -1.912  0.12
H: 1.064 -0.228 1.754  0.08
H: 1.226 -0.709 -0.458  0.07
H: 1.391 1.429 -0.380  0.04
H: -0.772 -2.788 1.254  -0.11
H: 0.979 2.211 1.065  0.04
H: -0.654 -0.091 1.662  0.14
H: -0.766 0.392 -1.196  0.07
H: -0.213 2.905 -1.476  -0.06
H: -1.605 -1.267 -0.576  0.14

Values from the calculation:
Relative energy (zero: lowest compared OMol25 entry of this formula, charge and spin) in kJ/mol: 185.3
Highest occupied orbital energy in eV: -13.80
2S+1: 1
Gap between HOMO and LUMO in eV: 10.6
Net charge: +1
Energy in eV: -26425.6289
SMILES: [NH3+][C@H](S)CCS



No. 3
The following is a DFT calculation (wB97M-V/def2-TZVPD) of a cluster of 2 separate species, C3H10O in total.

Last column: Löwdin charge in e.
Element x y z (Å)
O: 0.777 3.507 -0.370  -0.11
C: -0.481 2.747 -0.166  -0.30
C: -0.109 -6.507 0.178  -0.11
C: -0.219 1.339 0.353  -0.13
H: 1.230 3.563 -1.210  0.07
H: -0.383 -6.026 1.170  0.01
H: -1.265 2.832 -0.987  0.12
H: -0.926 3.330 0.670  0.10
H: -1.000 -6.521 -0.495  0.00
H: -1.036 0.747 0.805  0.07
H: 0.822 -6.025 -0.412  0.05
H: 0.672 1.382 1.143  0.11
H: 0.260 -7.553 0.561  0.03
H: 0.264 0.745 -0.471  0.07

Values from the calculation:
Relative energy (zero: lowest compared OMol25 entry of this formula, charge and spin) in kJ/mol: 134.4
Highest occupied orbital energy in eV: -10.48
2S+1: 1
Gap between HOMO and LUMO in eV: 11.5
Energy in eV: -5319.2203
SMILES: CCO.C



No. 4
The following is a DFT calculation (wB97M-V/def2-TZVPD) of a cluster of 2 separate species, C3H10O in total.

Last column: Löwdin charge in e.
Element x y z (Å)
O: -2.136 -0.406 -1.325  -0.16
C: -1.455 0.853 -1.536  -0.17
C: 2.553 -0.173 1.253  -0.13
C: 1.034 -0.403 1.510  -0.15
H: -2.283 1.656 -1.288  0.11
H: -2.241 -0.393 -0.359  0.07
H: 0.433 0.439 1.087  0.05
H: 2.863 -0.911 0.562  0.05
H: 2.645 0.820 0.942  0.04
H: -1.008 1.016 -2.602  0.10
H: 0.885 -0.383 2.509  0.01
H: 2.958 -0.235 2.225  0.05
H: 0.642 -1.340 1.037  0.08
H: -0.596 0.912 -0.879  0.03

Values from the calculation:
Relative energy (zero: lowest compared OMol25 entry of this formula, charge and spin) in kJ/mol: 136.6
Highest occupied orbital energy in eV: -10.37
2S+1: 1
Gap between HOMO and LUMO in eV: 11.3
Energy in eV: -5319.1975
SMILES: CC.CO



Results for F_max: 0.50; 4.96; 3.24; 3.95 (in eV/Å, following the order of the records).